The following is a DFT calculation (ωB97M-V/def2-TZVPD) of a structure of composition C17H29BCaF4.

XYZ file:
```
52
Properties=species:S:1:pos:R:3:forces:R:3
Ca -0.095 0.218 -0.758 -0.1 0.3 0.5
C 0.144 -1.238 -2.823 0.2 -0.1 0.0
C 1.237 -0.317 -2.850 0.1 -0.1 -0.1
C 0.669 0.981 -3.093 -0.1 -0.1 0.0
C -0.737 0.795 -3.179 -0.1 0.0 0.0
C -1.068 -0.567 -3.016 0.0 0.2 0.0
C -2.469 -1.146 -3.032 0.0 0.0 0.0
C -2.440 -2.649 -2.755 0.0 0.0 0.0
C -3.105 -0.901 -4.406 0.0 0.0 0.0
C -3.325 -0.461 -1.956 0.0 0.0 0.0
C 1.267 2.394 -3.111 0.0 0.0 -0.1
C 1.640 2.828 -1.683 0.0 0.0 0.0
C 0.221 3.405 -3.607 0.0 0.0 0.0
C 2.463 2.535 -4.060 0.0 0.0 0.0
C 2.683 -0.837 -2.770 0.0 0.0 -0.1
C 3.282 -0.909 -4.185 0.0 0.0 0.1
C 3.604 -0.028 -1.848 0.0 0.0 0.0
C 2.706 -2.270 -2.212 0.0 0.0 0.0
H 0.241 -2.300 -2.662 0.0 0.0 -0.1
H -1.454 1.583 -3.359 0.0 0.0 0.0
H -1.856 -3.178 -3.510 0.0 0.0 0.0
H -3.455 -3.050 -2.770 0.0 0.0 0.0
H -2.011 -2.868 -1.774 0.0 0.0 0.0
H -2.517 -1.382 -5.190 0.0 0.0 0.0
H -3.153 0.166 -4.628 0.0 0.0 0.0
H -4.120 -1.304 -4.437 0.0 0.0 0.0
H -2.934 -0.655 -0.950 0.0 0.0 0.0
H -4.350 -0.839 -1.974 0.0 0.0 0.0
H -3.362 0.619 -2.106 0.0 0.0 0.0
H 0.742 2.893 -1.055 0.0 0.0 0.0
H 2.078 3.829 -1.684 0.0 0.0 0.0
H 2.353 2.159 -1.202 0.0 0.0 0.0
H -0.637 3.471 -2.936 0.0 0.0 0.0
H -0.137 3.148 -4.605 0.0 0.0 0.0
H 0.675 4.396 -3.652 0.0 0.0 0.0
H 3.319 1.938 -3.765 0.0 0.0 0.0
H 2.786 3.577 -4.095 0.0 0.0 0.0
H 2.175 2.233 -5.068 0.0 0.0 0.0
H 3.339 0.070 -4.654 0.0 0.0 0.0
H 2.660 -1.545 -4.817 0.0 0.0 0.0
H 4.289 -1.334 -4.153 0.0 0.0 0.0
H 3.749 0.997 -2.171 0.0 0.0 0.0
H 4.588 -0.500 -1.817 0.0 0.0 0.0
H 3.223 -0.011 -0.821 0.0 0.0 0.0
H 2.208 -2.977 -2.876 0.0 0.0 0.0
H 2.236 -2.334 -1.226 0.0 0.0 0.0
H 3.742 -2.596 -2.108 0.0 0.0 0.0
F -0.994 -0.476 1.344 0.0 -0.1 0.1
B -0.735 0.892 1.734 0.1 0.0 -0.3
F -1.382 1.644 0.687 0.0 0.0 0.1
F -1.113 1.207 2.978 0.0 0.0 0.0
F 0.662 1.057 1.463 -0.1 0.0 -0.1
```
Positions in Å, forces in eV/Å.

**Net charge**: 0
**LUMO energy**: 0.00955 Eh
**Maximum force**: 0.59 eV Å⁻¹
**Molecular weight**: 360.301 g/mol
**HOMO level**: -8.3 eV

The net atomic charges from Mulliken, expressed in e, are: atom 1 (Ca): 2.262, atom 2 (C): -0.327, atom 3 (C): -0.366, atom 4 (C): 0.919, atom 5 (C): -1.300, atom 6 (C): -1.234, atom 7 (C): 2.091, atom 8 (C): -1.994, atom 9 (C): -1.767, atom 10 (C): -1.696, atom 11 (C): 2.833, atom 12 (C): -2.002, atom 13 (C): -2.206, atom 14 (C): -1.935, atom 15 (C): 2.003, atom 16 (C): -1.670, atom 17 (C): -1.788, atom 18 (C): -2.027, atom 19 (H): 0.642, atom 20 (H): 0.566, atom 21 (H): 0.361, atom 22 (H): 0.439, atom 23 (H): 0.329, atom 24 (H): 0.378, atom 25 (H): 0.305, atom 26 (H): 0.463, atom 27 (H): 0.368, atom 28 (H): 0.454, atom 29 (H): 0.252, atom 30 (H): 0.430, atom 31 (H): 0.493, atom 32 (H): 0.175, atom 33 (H): 0.336, atom 34 (H): 0.420, atom 35 (H): 0.470, atom 36 (H): 0.247, atom 37 (H): 0.489, atom 38 (H): 0.398, atom 39 (H): 0.217, atom 40 (H): 0.362, atom 41 (H): 0.462, atom 42 (H): 0.251, atom 43 (H): 0.508, atom 44 (H): 0.289, atom 45 (H): 0.378, atom 46 (H): 0.308, atom 47 (H): 0.464, atom 48 (F): -0.414, atom 49 (B): 0.409, atom 50 (F): -0.407, atom 51 (F): -0.258, atom 52 (F): -0.382

The following is a DFT calculation (ωB97M-V/def2-TZVPD) of a cluster of 10 separate species, C17H29Cl18NO2P in total.

XYZ file:
```
68
Properties=species:S:1:pos:R:3:forces:R:3
C 5.707 -0.050 2.252 -1.2 -0.4 -0.9
P 4.374 -1.234 1.793 0.5 -1.1 0.2
C 4.592 -1.451 -0.029 -0.7 0.7 -0.1
C 2.834 -0.265 1.883 0.5 0.2 -0.4
C 1.641 -0.877 1.533 -0.2 0.2 0.0
C 0.458 -0.163 1.601 0.1 0.1 -0.2
C -0.831 -0.865 1.255 0.0 -0.3 -0.2
O -0.976 -2.024 1.527 -0.1 0.3 0.1
O -1.778 -0.124 0.656 0.4 -0.4 0.0
C 0.477 1.173 1.997 -0.4 -0.3 0.0
C 1.669 1.735 2.347 0.0 0.4 0.4
N 2.803 1.022 2.293 -0.3 -0.4 0.0
H 5.474 0.346 3.231 0.3 0.0 0.1
H 6.622 -0.637 2.265 0.1 0.1 0.1
H 5.764 0.728 1.491 0.3 0.2 0.2
H 4.004 -0.716 -0.582 0.1 0.0 -0.1
H 5.632 -1.290 -0.304 0.1 -0.2 0.1
H 4.241 -2.432 -0.335 0.2 -0.1 0.0
H 1.647 -1.912 1.220 -0.1 0.0 0.0
H -1.370 0.549 0.083 -0.2 0.3 0.1
H -0.437 1.747 2.032 0.0 0.1 0.1
H 1.739 2.762 2.667 0.1 0.0 0.1
H 3.677 1.454 2.568 0.0 0.1 0.0
C -3.386 -1.729 3.617 -0.1 -0.1 0.0
Cl -5.147 -1.748 3.736 0.0 0.0 0.0
Cl -2.691 -0.246 4.300 0.1 0.0 -0.1
H -2.990 -2.574 4.169 0.0 0.0 0.1
H -3.109 -1.794 2.573 0.0 0.1 0.0
C 7.871 2.928 4.650 0.1 0.1 0.1
Cl 9.111 3.590 3.595 0.0 0.0 0.0
Cl 6.363 2.598 3.759 0.1 0.4 0.2
H 8.225 1.994 5.068 0.0 0.0 -0.1
H 7.654 3.643 5.434 -0.1 0.0 0.0
C -3.165 2.835 -1.170 -0.2 0.0 0.0
Cl -1.410 2.669 -0.887 -0.1 0.1 0.1
Cl -3.495 4.070 -2.376 0.0 0.0 0.0
H -3.544 1.883 -1.524 0.1 0.0 0.0
H -3.637 3.114 -0.236 0.1 0.0 0.0
C -4.250 -5.235 3.224 0.0 0.0 0.0
Cl -3.118 -6.289 4.085 0.0 0.0 0.0
Cl -5.473 -6.149 2.343 0.0 0.0 0.0
H -4.746 -4.599 3.947 0.0 -0.1 0.0
H -3.689 -4.638 2.513 0.0 -0.1 0.0
C -1.001 1.687 -4.394 -0.1 0.1 -0.1
Cl 0.029 0.642 -3.394 0.1 0.0 0.0
Cl -2.135 0.756 -5.369 0.1 0.1 0.1
H -1.559 2.345 -3.739 0.0 0.0 0.0
H -0.362 2.263 -5.052 0.0 -0.1 0.0
C -5.065 0.232 -7.879 0.0 0.0 -0.1
Cl -3.812 -0.962 -7.490 -0.1 -0.1 -0.1
Cl -4.408 1.610 -8.771 0.0 0.0 0.0
H -5.822 -0.255 -8.489 0.4 0.2 0.2
H -5.492 0.594 -6.951 0.1 0.0 0.0
C 2.391 4.671 -0.484 0.1 0.1 -0.1
Cl 1.786 2.996 -0.428 0.2 0.1 -0.1
Cl 3.930 4.777 -1.326 0.0 0.0 0.0
H 1.657 5.275 -1.004 0.0 -0.1 -0.1
H 2.523 5.022 0.532 0.0 -0.1 0.0
C -7.697 -2.862 -9.042 0.0 -0.1 0.0
Cl -7.816 -1.097 -9.186 -0.4 -0.2 -0.1
Cl -7.715 -3.653 -10.616 0.0 0.0 0.0
H -6.766 -3.101 -8.542 0.0 0.0 0.0
H -8.544 -3.212 -8.465 0.0 0.0 0.0
C 2.472 -2.050 5.186 0.0 -0.1 -0.1
Cl 4.124 -1.449 4.997 0.0 0.1 0.4
Cl 1.282 -0.740 5.116 0.0 0.0 0.0
H 2.267 -2.746 4.379 0.0 0.0 0.0
H 2.392 -2.544 6.147 0.0 0.1 0.0
```
Positions in Å, forces in eV/Å.

**Net charge**: +1
**LUMO energy**: -0.16015 Eh
**Maximum force**: 1.50 eV Å⁻¹
**Molecular weight**: 948.552 g/mol
**HOMO level**: -11.9 eV

The net atomic charges from Mulliken, expressed in e, are: atom 1 (C): -1.092, atom 2 (P): 0.268, atom 3 (C): -1.034, atom 4 (C): 0.015, atom 5 (C): -0.499, atom 6 (C): 1.045, atom 7 (C): -0.203, atom 8 (O): -0.543, atom 9 (O): -0.353, atom 10 (C): -0.087, atom 11 (C): -1.385, atom 12 (N): 0.567, atom 13 (H): 0.133, atom 14 (H): 0.382, atom 15 (H): 0.454, atom 16 (H): 0.306, atom 17 (H): 0.428, atom 18 (H): 0.341, atom 19 (H): 0.563, atom 20 (H): 0.235, atom 21 (H): 0.787, atom 22 (H): 0.518, atom 23 (H): -0.010, atom 24 (C): -0.097, atom 25 (Cl): -0.161, atom 26 (Cl): -0.183, atom 27 (H): 0.303, atom 28 (H): 0.147, atom 29 (C): -0.361, atom 30 (Cl): -0.127, atom 31 (Cl): -0.080, atom 32 (H): 0.258, atom 33 (H): 0.313, atom 34 (C): -0.476, atom 35 (Cl): -0.078, atom 36 (Cl): -0.135, atom 37 (H): 0.324, atom 38 (H): 0.391, atom 39 (C): 0.079, atom 40 (Cl): -0.159, atom 41 (Cl): -0.157, atom 42 (H): 0.148, atom 43 (H): 0.089, atom 44 (C): 0.092, atom 45 (Cl): -0.143, atom 46 (Cl): -0.080, atom 47 (H): -0.183, atom 48 (H): 0.313, atom 49 (C): 0.415, atom 50 (Cl): -0.196, atom 51 (Cl): -0.160, atom 52 (H): -0.358, atom 53 (H): 0.313, atom 54 (C): -0.415, atom 55 (Cl): -0.026, atom 56 (Cl): -0.132, atom 57 (H): 0.335, atom 58 (H): 0.282, atom 59 (C): -0.173, atom 60 (Cl): -0.185, atom 61 (Cl): -0.137, atom 62 (H): 0.204, atom 63 (H): 0.283, atom 64 (C): -0.299, atom 65 (Cl): -0.122, atom 66 (Cl): -0.108, atom 67 (H): 0.231, atom 68 (H): 0.377

The following is a DFT calculation (ωB97M-V/def2-TZVPD) of a structure of composition C17H29ErN2O5P2.

XYZ file:
```
56
Properties=species:S:1:pos:R:3:forces:R:3
C -1.049 3.165 -2.739 0.7 0.6 -0.4
C -1.094 2.161 -1.734 -0.6 -1.1 0.7
N 0.066 1.838 -1.028 0.2 -0.1 -0.6
C 1.255 2.362 -1.428 -0.3 0.6 -0.7
C 1.329 3.336 -2.415 0.8 -0.6 0.6
C 0.161 3.743 -3.067 -1.0 -0.2 0.0
C -2.293 1.436 -1.484 0.2 0.4 -0.4
P -2.437 0.206 -0.212 0.0 1.1 -0.6
Er 0.069 0.273 0.751 -1.0 -1.1 0.5
P 2.557 0.120 -0.158 0.7 1.1 0.1
C 2.549 1.876 -0.792 0.1 -0.1 0.0
C -0.503 -1.923 1.496 -0.5 1.8 -1.5
C -1.056 -1.707 2.752 0.5 -1.2 0.9
C -0.793 -2.652 3.765 -0.4 0.3 -0.1
C -0.073 -3.813 3.468 0.0 0.0 -0.2
C 0.354 -4.065 2.160 -0.2 0.2 -0.6
C 0.124 -3.101 1.150 0.4 -1.3 1.4
O -1.625 -0.414 -3.944 -0.7 0.4 -0.4
O 0.954 -0.731 -3.363 -0.3 -0.2 -0.5
H -1.974 3.420 -3.262 0.4 0.0 0.2
H 2.313 3.719 -2.688 -0.4 0.0 0.0
H 0.228 4.484 -3.857 -0.1 0.0 0.1
C -3.463 0.976 1.108 -0.4 -0.3 0.0
C -3.468 -1.132 -0.892 -0.1 -0.2 0.2
H 3.360 1.896 -1.534 -0.3 0.3 0.1
H 2.859 2.545 0.031 -0.2 -0.3 -0.2
H -1.996 0.281 -3.352 0.3 -0.2 0.1
H -3.191 1.787 -2.008 0.2 0.0 0.2
C 3.566 0.362 1.344 0.4 -0.3 0.0
C 3.658 -0.754 -1.282 0.2 -0.4 -0.2
H -1.697 -0.831 2.942 0.5 -0.2 0.2
H -1.169 -2.490 4.775 0.1 -0.1 -0.2
H 0.129 -4.545 4.249 -0.1 0.2 -0.2
H 0.844 -5.011 1.906 -0.1 0.3 0.2
H 0.428 -3.306 0.115 0.1 0.1 0.4
H -0.143 -1.490 -0.755 0.2 0.6 -0.2
H 1.249 -1.520 -3.843 -0.1 0.3 0.2
H 0.014 -0.582 -3.682 0.9 -0.1 0.4
H -1.911 -0.164 -4.837 0.1 -0.1 0.3
H 0.314 -0.971 -1.102 -0.4 -0.7 -0.4
H -4.458 1.170 0.683 0.1 0.1 0.3
H -3.559 0.298 1.970 0.0 0.2 -0.2
H -3.012 1.923 1.445 -0.1 -0.4 -0.2
H -4.507 -0.782 -0.970 0.2 -0.2 -0.1
H -3.091 -1.423 -1.884 -0.1 0.1 0.4
H -3.416 -1.990 -0.204 -0.1 0.2 -0.3
H 4.653 -0.289 -1.250 -0.2 -0.2 -0.1
H 3.726 -1.796 -0.941 0.1 0.2 -0.2
H 3.245 -0.736 -2.297 0.1 0.0 0.2
H 4.585 0.616 1.022 -0.1 0.0 0.3
H 3.157 1.145 2.000 0.1 -0.3 -0.3
H 3.576 -0.585 1.902 0.1 0.3 0.0
O -0.271 1.419 4.671 1.1 -0.4 -1.2
N 0.442 1.134 3.726 -0.4 0.3 -0.7
O 1.526 0.526 3.760 -1.6 0.9 -0.1
O -0.003 1.529 2.465 0.8 -0.2 2.4
```
Positions in Å, forces in eV/Å.

**Net charge**: 0
**Multiplicity**: 4
**LUMO energy (spin up / spin down)**: 0.01255 / 0.01267 Eh
**Maximum force**: 2.57 eV Å⁻¹
**⟨S²⟩**: 3.75
**ΔE to the lowest compared entry with this formula, charge and spin**: 0.0 kJ/mol
**Molecular weight**: 570.636 g/mol
**HOMO level (spin up / spin down)**: -6.9 / -6.9 eV

The net atomic charges from Mulliken, expressed in e, are: atom 1 (C): -1.213, atom 2 (C): 1.347, atom 3 (N): 0.140, atom 4 (C): 1.089, atom 5 (C): -0.977, atom 6 (C): -0.314, atom 7 (C): -1.740, atom 8 (P): 1.596, atom 9 (Er): -0.507, atom 10 (P): 1.547, atom 11 (C): -1.433, atom 12 (C): 1.097, atom 13 (C): -0.462, atom 14 (C): -0.695, atom 15 (C): -0.542, atom 16 (C): -0.508, atom 17 (C): -0.628, atom 18 (O): -0.684, atom 19 (O): -0.554, atom 20 (H): 0.396, atom 21 (H): 0.405, atom 22 (H): 0.405, atom 23 (C): -1.444, atom 24 (C): -1.293, atom 25 (H): 0.539, atom 26 (H): 0.420, atom 27 (H): 0.328, atom 28 (H): 0.198, atom 29 (C): -1.550, atom 30 (C): -1.421, atom 31 (H): 0.088, atom 32 (H): 0.378, atom 33 (H): 0.364, atom 34 (H): 0.362, atom 35 (H): 0.342, atom 36 (H): -0.231, atom 37 (H): 0.286, atom 38 (H): 0.318, atom 39 (H): 0.292, atom 40 (H): 0.426, atom 41 (H): 0.476, atom 42 (H): 0.360, atom 43 (H): 0.310, atom 44 (H): 0.401, atom 45 (H): 0.277, atom 46 (H): 0.342, atom 47 (H): 0.447, atom 48 (H): 0.397, atom 49 (H): 0.273, atom 50 (H): 0.446, atom 51 (H): 0.422, atom 52 (H): 0.402, atom 53 (O): -0.575, atom 54 (N): 0.974, atom 55 (O): -0.536, atom 56 (O): -0.582